Record 1
A structure of composition C27H35FN2O4 at a distorted geometry, computed with ωB97M-V/def2-TZVPD.

Output
relative energy (zero: lowest compared OMol25 entry of this formula, charge and spin): 23.780 eV
E: -1559.2629 Ha

ORCA input file:
```
! wB97M-V def2-TZVPD RIJCOSX def2/J DEFGRID3
* xyz 0 1
C -4.2234 -1.5823 1.5477
H -3.9976 -1.2941 2.5059
O -4.4221 -0.3854 0.6192
C -3.6073 0.5022 0.5279
C -2.3954 0.3083 1.0275
C -1.5651 1.4298 1.0756
C -1.9240 2.5026 0.4276
C -3.0925 2.7222 -0.4837
C -4.0541 1.6773 -0.3174
O -5.1261 1.7779 -0.9267
C -6.4238 1.4840 -0.3905
H -7.2658 1.8960 -1.0488
H -6.4155 0.0280 -0.7029
H -6.4476 1.5633 0.6991
O -3.5011 3.7268 -1.2586
C -2.7052 4.8152 -1.1551
H -1.6678 4.4089 -1.7353
H -3.2180 5.5051 -1.8170
H -2.2940 5.4174 -0.3811
H -1.1471 3.4768 0.2949
C -0.2378 1.4935 1.6402
O -0.0504 2.4040 2.7599
N 0.6883 0.6617 1.4000
C 0.4335 -0.2949 0.3992
C 0.4178 -1.6478 0.4009
H -0.1432 -1.8948 1.5052
H 1.4274 -2.3568 0.9090
C -0.0976 -2.5441 -0.5106
N -1.6855 -2.7169 -0.3757
C -2.1371 -2.0765 -1.5844
H -1.8042 -0.8992 -1.7619
H -3.2867 -2.0337 -1.6814
H -1.8873 -2.5060 -2.5777
C -2.0887 -4.1863 -0.3350
H -3.0422 -4.2911 -0.8296
C -0.8896 -4.7487 -0.7754
C 0.3056 -4.1731 -0.4733
H 1.1947 -4.3892 -0.5731
H 0.4124 -4.3526 0.7735
H -1.1042 -5.8377 -0.3300
H -0.8502 -5.0671 -1.7431
H -2.3626 -4.1668 0.9962
H 0.1495 -2.3784 -1.4099
H -0.4772 -0.2039 -0.2492
H 1.2249 -0.1568 -0.5493
C 2.1596 0.4520 1.9630
C 3.1559 0.9353 1.0986
C 4.2734 0.1511 0.8065
C 5.3001 0.7480 -0.1854
C 5.0251 1.4387 -1.2225
C 6.2922 1.7204 -2.0893
C 7.5517 1.3034 -1.6973
C 7.8634 0.5889 -0.5793
C 6.6234 0.1501 0.3696
F 6.8349 -0.5556 1.5212
H 8.6849 0.2784 0.0608
H 8.3695 1.4373 -2.3132
H 6.0643 2.2340 -2.9048
H 4.2062 1.7670 -1.5906
H 4.3869 -0.6795 1.5433
C 2.8919 2.3652 0.4762
H 2.2481 2.4190 -0.2365
H 2.3477 3.0096 1.2629
H 3.6102 2.9113 0.4287
H 2.2518 -0.6144 2.3328
H 1.9706 1.0852 2.8938
H -2.1426 -0.4620 1.8411
H -3.3173 -1.9718 1.2367
H -5.2684 -2.3289 1.4511
*
```



Record 2
A structure of composition C31H87O14Zr at a distorted geometry, computed with ωB97M-V/def2-TZVPD.

Output
relative energy (zero: lowest compared OMol25 entry of this formula, charge and spin): 0.000 eV
E: -2333.4671 Ha

ORCA input file:
```
! wB97M-V def2-TZVPD RIJCOSX def2/J DEFGRID3
* xyz 1 1
Zr 3.3665 0.7690 1.4162
C 1.9205 4.8661 1.1944
C 3.2659 4.2484 0.8512
C 4.3883 4.8798 1.6559
O 3.2824 2.8536 0.9613
H 1.1110 4.4328 0.5988
H 1.8794 5.9266 0.9420
H 1.6696 4.7681 2.2536
H 3.4326 4.5170 -0.1998
H 5.3871 4.5971 1.3186
H 4.3643 4.6629 2.7299
H 4.3120 5.9667 1.5632
C 4.9158 -2.8229 3.3177
C 3.9490 -2.6255 2.1530
C 2.6872 -3.4676 2.2891
O 3.5764 -1.2851 1.9818
H 5.8878 -2.3964 3.0829
H 5.0325 -3.8960 3.4709
H 4.4711 -2.4029 4.2209
H 4.4698 -2.9514 1.2463
H 2.9288 -4.5279 2.3750
H 2.0899 -3.3454 1.3851
H 2.0946 -3.1764 3.1568
C -0.0218 -1.1706 0.3081
C 0.4685 0.1309 -0.3269
C -0.4863 1.2737 0.0173
O 1.7787 0.4228 0.0396
H -0.9423 -1.5115 -0.1704
H -0.2727 -1.0175 1.3603
H 0.7574 -1.9311 0.2420
H 0.3873 0.0541 -1.4216
H -0.6494 1.3943 1.0868
H -1.4401 1.2033 -0.5093
H -0.0289 2.1900 -0.3773
C -4.1052 4.0107 -2.4606
C -2.6486 4.3092 -2.1186
O -2.1407 5.3900 -2.8763
H -4.5007 3.0628 -2.0914
H -4.2256 3.9203 -3.5480
H -4.7104 4.8487 -2.1168
H -2.0338 3.4038 -2.2407
H -2.6125 4.5232 -1.0470
H -2.0461 5.0984 -3.7895
C -4.1629 -3.1598 0.7826
C -3.9200 -1.6647 0.7690
O -5.1644 -0.9533 0.5856
H -4.5522 -3.4795 -0.1831
H -4.8881 -3.4354 1.5536
H -3.2489 -3.7220 0.9845
H -3.2624 -1.3943 -0.0616
H -3.4629 -1.2624 1.6836
H -5.8233 -1.3643 1.1567
C -0.8847 -4.6901 2.1531
C -0.9811 -4.1983 3.5863
O -1.8463 -3.0472 3.6600
H -0.1775 -5.5206 2.0591
H -0.5783 -3.8882 1.4815
H -1.8458 -5.0904 1.8233
H -0.0173 -3.8715 3.9839
H -1.3172 -5.0097 4.2383
H -2.7662 -3.3230 3.7003
C -4.7434 2.5000 2.4218
C -4.1217 2.4815 1.0250
O -4.9348 1.7818 0.1194
H -5.7907 2.7907 2.3721
H -4.2362 3.2050 3.0868
H -4.6383 1.5069 2.8641
H -3.1053 2.0717 1.1422
H -3.9657 3.4895 0.6386
H -4.8980 0.8306 0.3680
C 1.0447 3.3092 -2.7186
C 1.6512 3.6639 -4.0543
O 2.9213 3.0164 -4.1667
H 1.6645 3.5198 -1.8482
H 0.8369 2.2353 -2.7187
H 0.1374 3.8961 -2.5730
H 1.8506 4.7459 -4.0664
H 0.9781 3.4217 -4.8824
H 3.3631 3.3058 -4.9695
C -1.6121 1.2583 -3.9270
C -2.8354 1.4711 -4.7751
O -2.4510 2.2876 -5.8953
H -1.7838 0.5538 -3.1115
H -1.2630 2.1821 -3.4661
H -0.7898 0.8856 -4.5394
H -3.6946 1.8914 -4.2476
H -3.1578 0.5125 -5.2004
H -3.0795 2.1160 -6.6014
C -1.2400 -2.5263 -2.9601
C -1.9584 -3.7398 -2.3745
O -3.3410 -3.6941 -2.6630
H -1.4030 -2.3649 -4.0234
H -0.1443 -2.5367 -2.8624
H -1.4876 -1.6408 -2.3599
H -1.8111 -3.7664 -1.2905
H -1.5165 -4.6162 -2.8445
H -3.6826 -2.8254 -2.4288
C 2.3445 -5.5103 -0.8845
C 1.6383 -4.4446 -1.7281
O 2.6091 -3.6689 -2.4445
H 1.6154 -6.1135 -0.3328
H 2.9684 -4.9744 -0.1733
H 2.8631 -6.2148 -1.5325
H 1.0517 -3.8341 -1.0314
H 0.9932 -4.9153 -2.4783
H 2.5290 -3.8613 -3.3777
C 0.1736 2.7478 3.5088
C 1.5953 2.2522 3.6865
O 1.7760 1.0581 2.8229
H -0.5645 1.9810 3.7378
H 0.0782 3.1449 2.5011
H -0.0297 3.5775 4.1913
H 1.7820 1.9397 4.7168
H 2.3385 3.0037 3.4382
H 1.1922 0.3850 3.2828
C 1.8633 -1.0698 5.6404
C 0.3927 -0.9342 5.2619
O 0.2594 -0.9704 3.8130
H 2.4648 -0.3020 5.1528
H 2.2117 -2.0468 5.3137
H 1.9550 -0.9924 6.7242
H -0.1102 -0.0331 5.6208
H -0.1292 -1.7937 5.6892
H -0.3793 -1.6709 3.6181
C 3.4645 -0.6865 -4.8932
C 2.3670 -0.3795 -3.8987
O 2.9723 -0.1065 -2.6282
H 3.9883 0.2279 -5.1710
H 2.9902 -1.0068 -5.8302
H 4.1512 -1.4669 -4.5798
H 1.6426 -1.2011 -3.8534
H 1.8348 0.5255 -4.2150
H 2.2348 0.0136 -2.0184
*
```



Record 3
A cluster of 2 separate species, C2H6N2O3 in total at a distorted geometry, computed with ωB97M-V/def2-TZVPD.

Output
relative energy (zero: lowest compared OMol25 entry of this formula, charge and spin): 5.120 eV
E: -414.9075 Ha
SMILES: NCC=O.O=NO

ORCA input file:
```
! wB97M-V def2-TZVPD RIJCOSX def2/J DEFGRID3
* xyz 0 1
C 0.4829 -0.7721 -0.6244
C -0.0724 0.4535 -1.2401
N 1.6799 -0.4876 0.1579
N -0.7901 0.5996 1.3343
O -0.3026 1.1093 2.3365
O -2.0559 0.8540 1.1478
O -1.2572 0.7593 -1.3083
H -0.3491 -1.1910 -0.0584
H 0.7900 -1.4127 -1.4804
H 0.6881 0.9997 -1.8930
H 1.3738 0.1179 0.8866
H 2.0884 -1.4119 0.4143
H -2.2759 0.3821 0.3271
*
```